1.
63
Properties=species:S:1:pos:R:3 method="wB97M-V/def2-TZVPD" multiplicity=4 charge=-1 gap_ev="3.7866 / 4.1512"
C 0.38893 -0.51861 -3.10437
C 0.18188 -1.22946 -1.76043
C -0.03947 0.94797 -2.93852
C -0.90010 1.04951 -1.65521
H -0.62173 1.24809 -3.81197
H 0.84171 1.59637 -2.87055
C -0.98123 -0.48788 -1.11542
H 1.10406 -1.15242 -1.16333
H -0.04462 -2.29494 -1.92350
C -1.32600 -0.96121 0.31364
H -1.85672 -0.85825 -1.68385
H -1.94818 1.27835 -1.91762
C -0.41452 2.15840 -0.82858
C 1.82536 -0.64903 -3.57726
C -0.37433 -1.13188 -4.28350
O -0.88514 -0.47844 -5.18399
O 2.78988 -0.63622 -2.82260
O 1.92356 -0.75696 -4.91100
O -0.44891 -2.46934 -4.26619
C -1.03886 -2.96026 -5.47740
H -0.96827 -4.04221 -5.40952
H -0.48212 -2.57593 -6.33864
H -2.07942 -2.62822 -5.55110
C 3.25990 -0.94094 -5.38708
H 3.92170 -0.14756 -5.01522
H 3.17350 -0.90375 -6.47298
H 3.64970 -1.91697 -5.06478
O -0.55398 -0.54291 1.42917
H -1.22638 -2.05954 0.32004
H -2.37968 -0.71501 0.51959
C -1.38311 2.88160 0.01911
C 1.02368 2.20710 -0.47552
H 1.58905 2.97900 -1.03403
H 1.51255 1.23719 -0.67436
H 1.12824 2.45417 0.59643
H -0.95755 3.02669 1.02764
H -2.31606 2.30384 0.12933
H -1.66666 3.87610 -0.36999
Re -0.10483 -0.04805 3.15361
C -1.86306 0.63986 4.81221
C -2.63309 0.51378 3.62221
C -2.50815 -0.81306 3.14666
H -3.28555 1.27384 3.19534
C -1.55697 -1.51507 3.97014
C -1.17348 -0.59899 5.03889
H -0.67055 -0.88345 5.95814
H -1.86324 1.48597 5.49238
H -3.12727 -1.26702 2.37934
H -1.34221 -2.58222 3.92712
C 1.97566 0.74851 3.60120
C 1.56014 -0.28357 4.50458
C 1.33238 -1.48930 3.72043
H 1.57849 -0.21201 5.58903
C 1.62175 -1.17396 2.35057
C 1.99073 0.20918 2.27990
H 2.33357 0.72738 1.38587
H 2.34671 1.73101 3.88458
H 1.11808 -2.48660 4.10128
H 1.62932 -1.87696 1.51863
O 0.15557 2.74592 4.96924
C -0.18688 2.95701 3.80624
O -0.36462 2.02542 2.88385
H -0.38311 3.98600 3.44207

---

2.
68
Properties=species:S:1:pos:R:3 method="wB97M-V/def2-TZVPD" multiplicity=2 e_above_lowest_ev=0.0000 charge=+1 gap_ev="7.3493 / 6.7760"
Ru -0.76465 0.53926 -0.08608
O 0.31016 1.83580 -1.14543
C -0.04738 3.14195 -1.15483
C 0.96297 4.09515 -1.30725
C 0.68468 5.44441 -1.26959
C -0.62285 5.89032 -1.08992
C -1.63629 4.96293 -1.00913
C -1.37727 3.58989 -1.06876
C -2.48430 2.65177 -1.18687
N -2.41417 1.32514 -1.15851
C -3.68072 0.83846 -1.42813
C -4.51913 1.87904 -1.62997
N -3.74901 3.01159 -1.47545
H 1.97297 3.74083 -1.45200
H 1.49090 6.15897 -1.37074
H -0.84251 6.94629 -1.02701
H -2.65328 5.31535 -0.88171
H -3.88600 -0.21591 -1.48637
H -5.56403 1.92228 -1.87806
H -4.06443 3.95781 -1.60481
C 2.72092 2.29384 1.26184
Sb 1.74300 0.48618 0.77895
C 2.31161 -0.73687 2.40861
C 3.08421 -0.08926 -0.80810
C 3.54385 -1.51417 -0.71200
C 4.65856 -1.83491 0.05877
C 5.07998 -3.14582 0.20824
C 4.38418 -4.16786 -0.42129
C 3.28398 -3.86111 -1.20475
C 2.85424 -2.54542 -1.36412
C 1.67609 -2.27459 -2.25619
Sb -0.09138 -1.67028 -1.21126
C -0.05879 -3.17295 0.28471
C -1.61330 -2.34626 -2.52617
H 3.57571 2.00033 1.87115
H 2.06909 2.95730 1.81895
H 3.06833 2.76605 0.34915
H 3.39729 -0.77792 2.48257
H 1.91397 -1.74303 2.29676
H 1.88369 -0.28170 3.29891
H 3.92107 0.60434 -0.72259
H 2.57446 0.13224 -1.74455
H 5.20949 -1.03628 0.54325
H 5.95134 -3.36792 0.80943
H 4.70339 -5.19567 -0.31484
H 2.75355 -4.65695 -1.71548
H 1.34817 -3.20584 -2.72184
H 1.88631 -1.56318 -3.05484
H -0.45407 -4.10405 -0.12111
H -0.63731 -2.85710 1.14722
H 0.97664 -3.33281 0.58386
H -1.22162 -3.15500 -3.14127
H -1.95808 -1.53516 -3.16391
H -2.44364 -2.72068 -1.92930
F 0.10782 2.44336 2.66123
B -1.08083 1.72318 2.84430
F -1.81140 2.15875 3.90362
F -1.87426 1.83450 1.62792
F -0.73378 0.34688 2.99318
C -3.78116 -2.83600 2.99022
C -4.19408 -2.00940 1.76670
C -3.05770 -1.28543 1.20446
N -2.16376 -0.72503 0.76537
H -4.65977 -3.32849 3.40068
H -3.34867 -2.19798 3.75845
H -3.05354 -3.59944 2.71947
H -4.94879 -1.26629 2.02877
H -4.61064 -2.63745 0.97752

---

3.
70
Properties=species:S:1:pos:R:3 method="wB97M-V/def2-TZVPD" multiplicity=1 e_above_lowest_ev=0.0000 charge=+1 gap_ev=7.5062
Tl -0.86704 -1.34427 -4.02410
C 5.44729 -0.77045 -1.44416
Sb 3.63409 -0.98680 -0.33081
C 3.08634 -2.84265 -1.16060
C 4.65021 -1.21646 1.56947
C 4.35425 -2.59506 2.05358
C 5.25299 -3.62355 1.76571
C 5.00229 -4.92173 2.17428
C 3.83643 -5.19862 2.87648
C 2.94076 -4.18062 3.16836
C 3.17704 -2.86651 2.76820
C 2.19291 -1.77519 3.07043
Sb 1.02741 -1.17782 1.32447
C 0.08821 0.36180 2.44496
C 0.01429 -3.03156 1.31204
H 6.05944 -1.63560 -1.18267
H 5.98141 0.13903 -1.17365
H 5.26261 -0.77691 -2.51737
H 3.99603 -3.38932 -1.40042
H 2.51566 -2.63587 -2.06467
H 2.47711 -3.41271 -0.46303
H 4.33152 -0.41671 2.23143
H 5.68652 -1.07544 1.27224
H 6.16462 -3.39490 1.22308
H 5.71443 -5.70708 1.95980
H 3.63003 -6.20777 3.20876
H 2.04028 -4.40318 3.72939
H 2.68181 -0.88446 3.46910
H 1.45678 -2.10245 3.80550
H 0.19840 0.10518 3.49625
H -0.95618 0.43717 2.16764
H 0.59444 1.30015 2.22750
H -0.51982 -3.12169 2.25800
H 0.75702 -3.82253 1.22786
H -0.69021 -3.04200 0.48819
C -7.87411 3.76835 -3.03048
C -6.75925 3.63651 -2.02800
C -5.73330 4.57308 -1.97172
C -4.71686 4.46926 -1.03030
C -4.73226 3.40871 -0.13649
C -5.75316 2.46066 -0.16995
C -6.75585 2.58160 -1.11288
S -3.43800 3.21680 1.03726
O -4.00336 2.75394 2.26925
O -2.63283 4.39857 0.95827
N -2.53874 1.97158 0.50639
C -1.96206 1.94412 -0.83553
C -2.30512 0.64005 -1.56056
C -1.44418 -0.49201 -1.01538
O -1.57132 -0.74119 0.18803
O -0.60752 -1.09457 -1.78542
H -7.59804 4.43682 -3.84445
H -8.77001 4.17509 -2.55652
H -8.14134 2.79924 -3.45178
H -5.73277 5.40320 -2.66828
H -3.92535 5.20376 -0.96899
H -5.76752 1.65756 0.55700
H -7.56142 1.85643 -1.13475
H -2.80958 1.08423 0.90638
H -0.87732 2.05769 -0.75888
H -2.33166 2.79029 -1.41545
H -2.16864 0.78574 -2.63526
H -3.35242 0.39501 -1.37244
F 2.16658 0.02755 -2.68360
C 2.55770 0.57575 -1.51072
F 1.46050 1.01864 -0.85456
C 3.42117 1.83618 -1.80412
F 4.10825 2.14706 -0.69544
F 2.65381 2.86590 -2.13034
F 4.27661 1.60494 -2.79152

---

4.
72
Properties=species:S:1:pos:R:3 method="wB97M-V/def2-TZVPD" multiplicity=2 e_above_lowest_ev=0.4508 charge=+1 gap_ev="6.4286 / 6.3925"
Mn -0.52787 -0.02117 0.11375
C 2.88775 2.86362 0.08981
C 1.59419 2.12298 -0.00704
N 1.44369 0.90191 0.34376
N 2.47444 0.25294 0.94491
C 2.24527 -0.95735 1.48692
N 3.25060 -1.49511 2.18703
S 0.79720 -1.77145 1.27897
C 0.34579 2.79156 -0.40980
C 0.27685 4.14327 -0.71566
C -0.96033 4.70562 -0.98602
C -2.08573 3.90379 -0.94265
C -1.92960 2.55914 -0.64545
N -0.74666 2.01189 -0.39221
H 3.72856 2.22127 -0.17695
H 3.04108 3.24705 1.10242
H 2.91238 3.70692 -0.59304
H 3.30489 0.77241 1.18514
H 4.10960 -1.00666 2.37502
H 3.10474 -2.38805 2.62294
H 1.16157 4.76094 -0.73485
H -1.03865 5.75818 -1.22165
H -3.07290 4.30057 -1.13373
H -2.77717 1.88701 -0.61173
C -1.64378 2.42329 4.54935
N -2.21846 1.51928 3.56475
C -3.49476 1.06324 3.66723
C -4.00981 0.22107 2.75845
C -3.19809 -0.19941 1.63812
O -3.65349 -0.96320 0.77050
N -1.92028 0.28818 1.54825
C -1.40782 1.11659 2.51306
O -0.24208 1.51175 2.47334
H -2.36119 2.56058 5.35419
H -1.41586 3.38769 4.09691
H -0.72226 2.00492 4.94867
H -4.05058 1.41844 4.52402
H -5.01947 -0.14940 2.83511
Se -0.00474 0.11258 -2.71932
C -1.54595 0.05180 -3.81787
C -1.59143 -0.84847 -4.89151
C -2.73868 -0.95436 -5.65877
N -3.84880 -0.24716 -5.44434
C -3.79657 0.63245 -4.44803
C -2.69333 0.82203 -3.62893
H -0.72131 -1.44887 -5.12876
H -2.76691 -1.65014 -6.49255
H -4.69279 1.22444 -4.28682
H -2.73614 1.56933 -2.85142
C -2.25177 -4.17378 -3.01367
N -3.39464 -3.52450 -2.22872
C -3.72080 -4.39822 -1.01231
N -2.56161 -4.65228 -0.23232
C -1.52235 -5.26380 -1.05350
N -1.13587 -4.41603 -2.17359
C -0.48061 -3.17356 -1.73204
P -1.57632 -2.09596 -0.67988
C -3.04213 -2.12676 -1.81419
C -2.07902 -3.45675 0.47885
H -2.00733 -3.48546 -3.82266
H -2.65319 -5.10924 -3.40769
H -4.21776 -3.48141 -2.82992
H -4.13290 -5.32730 -1.40984
H -4.47428 -3.86080 -0.43766
H -1.89455 -6.21532 -1.44160
H -0.64769 -5.45467 -0.43398
H -0.16623 -2.59546 -2.60158
H 0.41152 -3.43585 -1.15979
H -2.79494 -1.57625 -2.71978
H -3.90462 -1.68255 -1.32880
H -2.85641 -3.09662 1.14758
H -1.21630 -3.74708 1.08096

---

5.
61
Properties=species:S:1:pos:R:3 method="wB97M-V/def2-TZVPD" multiplicity=1 charge=+1 gap_ev="6.5101 / 6.5115"
Mo -0.21783 0.25309 0.40093
C -1.84951 -0.61525 1.90829
C -0.62628 -0.39347 2.62232
C -0.33914 0.99917 2.60011
C -1.34708 1.63349 1.78942
C -2.30906 0.64184 1.41719
C -3.66220 0.96378 0.85274
C -1.51050 3.11190 1.62329
C 0.61373 1.73531 3.48815
C -0.01351 -1.41876 3.52921
C -2.68458 -1.84161 2.15403
H -4.37693 0.18103 1.10140
H -3.64372 1.07405 -0.23233
H -4.02480 1.89894 1.27875
H -1.92002 3.54984 2.53401
H -2.19486 3.33908 0.80700
H -0.55041 3.58991 1.42303
H 0.06157 2.14057 4.33845
H 1.08989 2.56912 2.97499
H 1.38827 1.08461 3.88422
H -0.47436 -1.34486 4.51632
H 1.05908 -1.28039 3.64307
H -0.18787 -2.42596 3.15663
H -3.66408 -1.75908 1.68678
H -2.84343 -1.92961 3.23187
H -2.20562 -2.76375 1.82060
O 1.09194 1.60278 -3.15261
C 0.34074 1.03974 -2.39616
O 0.53568 0.84455 -1.12180
C -1.00072 0.48294 -2.78431
C -1.55489 0.73924 -4.04846
C -2.84805 0.35045 -4.27358
C -3.52586 -0.38314 -3.27851
C -4.85455 -0.82570 -3.43589
C -5.42654 -1.65810 -2.51292
C -4.68181 -2.10736 -1.40825
C -3.40585 -1.65414 -1.19849
C -2.81822 -0.73731 -2.09132
N -1.59924 -0.20615 -1.82737
H -0.95701 1.24574 -4.78976
H -3.35042 0.57660 -5.20264
H -5.40429 -0.49296 -4.30245
H -6.44790 -1.98460 -2.63604
H -5.12460 -2.82053 -0.72697
H -2.80165 -1.99949 -0.37219
C 4.45646 -1.42133 0.55953
Si 2.61649 -1.40489 0.07262
C 2.34743 -1.42022 -1.82237
C 1.65039 -2.90510 0.77621
C 1.86828 0.15569 0.92454
H 4.94249 -2.34183 0.25863
H 4.57781 -1.32316 1.63401
H 4.99578 -0.59833 0.10094
H 2.92280 -2.21775 -2.28381
H 2.66272 -0.48692 -2.28432
H 1.29721 -1.59038 -2.08015
H 1.90192 -3.81150 0.23479
H 0.56798 -2.75421 0.69118
H 1.89083 -3.07788 1.81986
H 2.39982 1.01975 0.51845
H 2.12330 0.09885 1.97803

---

6.
60
Properties=species:S:1:pos:R:3 method="wB97M-V/def2-TZVPD" multiplicity=1 e_above_lowest_ev=3.5991 charge=0 gap_ev=8.6924
C -4.99671 -1.15660 1.92482
C -3.77808 -1.66100 1.95851
C -2.52412 -0.84080 1.85587
O -1.43248 -1.53380 1.28621
C -1.41524 -1.75191 -0.06219
C -2.51550 -1.55435 -0.88741
C -2.42370 -1.79274 -2.24785
C -1.23696 -2.23392 -2.79945
C -0.14703 -2.45016 -1.97398
C -0.21048 -2.21952 -0.60839
C 1.01085 -2.47565 0.24886
N 1.84464 -1.31812 0.55534
C 1.42095 -0.49975 1.68978
C 1.01172 0.90804 1.27082
N 2.14338 1.58073 0.66873
C 1.91201 2.93697 0.25344
C 0.99247 3.16188 -0.97271
C -0.45771 2.85516 -0.73637
C -1.16713 3.50287 0.27088
C -2.50578 3.23025 0.48250
C -3.16812 2.32331 -0.32830
C -2.48044 1.69173 -1.35032
C -1.13546 1.94900 -1.54486
C 2.93703 0.74066 -0.22332
C 4.29278 0.45635 0.46618
C 5.05858 -0.75461 -0.06791
O 4.62701 -1.96917 0.48985
C 2.14911 -0.51156 -0.61506
H -5.87127 -1.77429 2.03124
H -5.16764 -0.09993 1.79600
H -3.61231 -2.72211 2.08728
H -2.70840 0.09978 1.31884
H -2.17811 -0.59432 2.86796
H -3.45374 -1.22671 -0.46951
H -3.29070 -1.63640 -2.87312
H -1.16059 -2.41869 -3.86018
H 0.77954 -2.81242 -2.39660
H 0.70796 -2.92325 1.19704
H 1.65004 -3.19266 -0.27970
H 0.58879 -0.97862 2.20421
H 2.25955 -0.42840 2.39346
H 0.70976 1.48112 2.15367
H 0.13861 0.84604 0.60196
H 1.49822 3.47137 1.11305
H 2.88858 3.37561 0.02632
H 1.08484 4.21595 -1.24982
H 1.35945 2.56525 -1.81083
H -0.66635 4.22986 0.89389
H -3.03801 3.73534 1.27587
H -4.21814 2.12032 -0.17329
H -2.99010 0.99742 -2.00071
H -0.60767 1.43918 -2.33966
H 3.14632 1.28494 -1.15353
H 4.12306 0.30720 1.53227
H 4.91133 1.34904 0.35947
H 6.11764 -0.66371 0.19474
H 4.99091 -0.78729 -1.16814
H 3.66068 -1.91812 0.60942
H 1.23725 -0.18588 -1.14338
H 2.72307 -1.12251 -1.31728

---

7.
63
Properties=species:S:1:pos:R:3 method="wB97M-V/def2-TZVPD" multiplicity=1 e_above_lowest_ev=23.0604 charge=0 gap_ev=7.4017
C 3.91442 0.06064 -2.19180
C 3.57732 -0.92459 -1.22516
O 2.41353 -0.69175 -0.65788
C 1.15147 -0.87627 -1.31108
C 0.97238 -1.48350 -2.52956
C -0.14802 -1.84481 -3.03654
C -1.38246 -1.35641 -2.41691
C -1.16693 -0.45770 -1.44220
C 0.03007 -0.24696 -0.72583
N 0.03826 0.36282 0.43193
C -0.70549 0.96043 1.26411
O -1.97987 1.05084 0.94630
C -0.58783 1.76624 2.32799
C -1.22413 1.76429 3.48054
C -0.95044 2.57574 4.57633
C 0.28906 2.93851 4.89360
C 1.05506 2.82788 3.68811
C 0.79662 2.17941 2.61442
H 1.67649 2.15807 1.60763
H 2.23978 3.22671 3.89088
O 0.82891 3.74415 5.84030
C 0.08008 3.82612 7.17030
C 1.05406 4.13889 8.18097
H 0.41269 4.27409 9.19697
H 1.74714 5.24740 7.77959
H 1.62650 3.30473 8.23441
C -1.11988 5.09202 6.70240
H -0.18462 5.96359 6.48208
H -1.61355 5.20818 7.71207
H -1.61388 4.81532 5.86395
H -0.47383 3.02442 7.18804
H -1.68240 2.66582 5.39081
H -2.26317 1.36686 3.35368
H 0.90453 0.45838 0.82828
H -2.15657 -0.12356 -0.93857
O -2.19727 -1.53668 -3.30102
C -3.55642 -0.70118 -2.97328
C -4.66967 -1.35428 -3.72868
H -4.78586 -2.21325 -3.91469
H -5.46962 -0.67297 -3.43456
H -4.45470 -0.94269 -4.83836
H -3.36874 0.12876 -2.53091
H -3.91515 -1.17307 -1.77092
N -0.23069 -2.49788 -4.27615
C 1.20351 -2.68328 -4.99955
C 1.66611 -4.22542 -4.79541
H 2.47261 -4.47291 -5.33800
O 0.63924 -5.28032 -4.93866
C -0.28792 -4.87520 -4.18774
C -0.96407 -3.57962 -4.38354
H -1.87855 -3.40630 -3.99342
H -1.23498 -3.61830 -5.63408
H -0.99130 -5.80085 -4.53145
H -0.25551 -5.02717 -3.03711
H 1.97098 -4.29522 -3.63828
H 1.92881 -2.19713 -4.82070
H 0.81784 -2.75975 -6.13452
H 2.04934 -2.03350 -2.70665
H 3.76380 -1.91451 -1.47674
H 4.24557 -1.05137 -0.22274
H 4.85372 0.00200 -2.68988
H 3.87838 1.06803 -1.78899
H 3.21524 0.11806 -3.08413